{"formula": "C22H32As2GaN5O2", "method": "the ωB97M-V functional and the def2-TZVPD basis", "species": ["Ga", "N", "N", "C", "O", "O", "H", "H", "H", "C", "As", "C", "C", "C", "C", "C", "C", "C", "As", "C", "C", "H", "H", "H", "H", "H", "H", "H", "H", "H", "H", "H", "H", "H", "H", "H", "H", "N", "C", "C", "C", "C", "N", "C", "C", "H", "H", "H", "H", "C", "C", "C", "C", "C", "N", "H", "H", "H", "H", "H", "H", "H", "H", "H"], "positions_angstrom": [[-0.296, -0.512, 0.106], [-1.499, -1.051, 1.961], [-1.774, -2.425, 1.754], [-1.470, -3.016, 0.541], [-1.705, -4.183, 0.396], [-0.819, -2.229, -0.333], [-1.030, -0.926, 2.828], [-2.346, -0.543, 1.980], [-2.356, -2.936, 2.403], [3.505, -0.776, 0.870], [1.735, -1.375, 1.519], [1.998, -3.155, 2.270], [1.512, -0.189, 3.088], [1.922, -0.671, 4.313], [1.864, 0.110, 5.459], [1.442, 1.434, 5.399], [1.064, 1.931, 4.175], [1.034, 1.155, 3.020], [0.399, 1.815, 1.330], [-1.041, 3.162, 1.602], [1.873, 2.977, 0.697], [4.155, -0.506, 1.743], [3.362, 0.116, 0.222], [3.979, -1.557, 0.311], [2.988, -3.254, 2.680], [1.853, -3.899, 1.471], [1.293, -3.407, 3.041], [2.331, -1.656, 4.393], [2.236, -0.252, 6.402], [1.383, 2.076, 6.262], [0.623, 2.943, 4.099], [-0.670, 3.886, 0.879], [-1.022, 3.674, 2.593], [-1.998, 2.775, 1.269], [2.551, 3.183, 1.557], [1.462, 3.962, 0.406], [2.453, 2.574, -0.161], [4.041, -0.318, -5.917], [3.401, -0.324, -4.975], [2.563, -0.325, -3.756], [2.078, 0.890, -3.250], [1.229, 0.871, -2.192], [0.868, -0.311, -1.580], [1.408, -1.467, -2.078], [2.165, -1.526, -3.213], [2.408, 1.871, -3.694], [0.730, 1.768, -1.766], [1.222, -2.317, -1.485], [2.463, -2.465, -3.625], [-5.123, 0.266, -2.502], [-3.596, 0.390, -2.822], [-3.333, 1.619, -3.704], [-3.196, -0.961, -3.514], [-2.772, 0.378, -1.630], [-1.926, 0.262, -0.857], [-5.750, 0.044, -3.351], [-5.483, 1.242, -2.056], [-5.283, -0.532, -1.766], [-3.823, 1.373, -4.651], [-2.237, 1.779, -3.854], [-3.754, 2.538, -3.277], [-3.777, -1.177, -4.381], [-3.384, -1.803, -2.878], [-2.130, -1.022, -3.770]], "forces_ev_per_angstrom": [[0.410, 0.094, 0.599], [0.157, -0.999, -1.230], [0.305, 0.838, 0.212], [0.944, -0.291, -0.486], [-0.140, 0.178, -0.383], [-0.786, -0.776, 0.427], [0.590, 0.185, 0.922], [-1.212, 0.807, 0.118], [0.005, 0.117, -0.038], [-0.156, 0.941, 0.910], [0.278, 0.818, 0.459], [-0.086, -0.235, -0.767], [-0.133, 0.530, -0.463], [0.101, 0.181, 0.453], [0.279, 0.698, 0.281], [0.133, -0.579, -0.161], [-1.432, 1.135, -0.940], [0.552, -1.276, 0.095], [-0.214, 0.211, -0.239], [1.286, 0.147, 0.143], [0.436, 0.456, 0.154], [-0.634, -0.235, -0.780], [0.103, -0.566, 0.435], [0.213, -0.463, -0.380], [0.454, 0.048, 0.029], [0.156, 0.334, 0.145], [-0.498, 0.217, 0.305], [0.100, -0.459, 0.083], [-0.069, -0.356, 0.129], [0.133, -0.088, 0.196], [0.541, -0.486, 0.215], [-0.477, 0.277, -0.069], [-0.231, -0.742, -0.676], [-0.099, 0.020, 0.345], [-0.402, -0.364, -0.617], [0.050, -0.563, 0.005], [-0.434, 0.095, 0.704], [0.574, -0.005, -0.849], [-1.206, 0.105, 2.024], [0.416, 0.522, -1.838], [1.159, 1.248, -1.003], [-1.699, -0.789, 1.616], [1.437, 0.119, -1.207], [-0.905, 1.652, 0.864], [0.273, 0.435, 0.128], [-0.471, -1.273, 0.452], [0.597, -0.619, -0.509], [-0.528, -1.076, 0.326], [0.265, -0.388, -0.106], [0.304, 1.316, 1.723], [-1.584, -1.101, -0.953], [0.846, -0.105, 0.134], [1.056, 0.299, 0.392], [0.893, 0.040, 0.165], [-0.688, 0.418, -0.001], [0.267, 0.005, -0.537], [0.267, -1.110, -0.427], [-0.031, 0.185, -0.127], [0.207, 0.394, 0.019], [-0.848, -0.164, -0.120], [-0.001, -0.312, -0.125], [-0.495, 0.423, -0.832], [-0.126, -0.339, 0.722], [-0.205, 0.272, -0.062]], "homo_lumo_gap_ha": 0.3094, "lumo_ev": -6.460, "total_charge": 2, "total_energy_ev": -208918.0414, "multiplicity": 1, "relative_energy_kj_mol": 0.1, "largest_force_ha_per_bohr": 0.0481}